# 1
{
  "formula": "C2H4ClFO",
  "method": "wB97M-V/def2-TZVPD",
  "smiles": "OC[C@H](F)Cl",
  "spin_multiplicity": 1,
  "molar_mass_da": 98.50,
  "species": ["O", "C", "C", "F", "Cl", "H", "H", "H", "H"],
  "coordinates": [[-0.335, 1.397, 0.033], [0.644, 0.372, 0.230], [-0.137, -0.804, -0.079], [-0.795, -0.678, -1.201], [-1.377, -0.657, 1.175], [-0.723, 1.378, -0.752], [1.456, 0.540, -0.528], [0.912, 0.308, 1.253], [0.354, -1.856, -0.131]],
  "atomic_forces_ev_per_a": [[3.7, 1.9, 6.2], [0.3, 2.1, -3.0], [0.3, -3.9, 1.7], [-0.9, 0.2, -3.2], [-1.2, -1.8, 1.3], [-2.2, -0.5, -5.4], [-0.2, -0.3, 1.0], [0.8, 0.5, 0.7], [-0.6, 1.8, 0.7]],
  "mulliken_charge": [-0.4724, -0.4437, 0.1654, -0.2462, -0.1765, 0.2731, 0.2563, 0.3420, 0.3020]
}

---

# 2
{
  "formula": "C2H4ClFOS",
  "method": "wB97M-V/def2-TZVPD",
  "spin_multiplicity": 1,
  "molar_mass_da": 130.57,
  "species": ["C", "C", "H", "H", "H", "H", "O", "F", "S", "Cl"],
  "coordinates": [[0.926, -1.156, -0.959], [-0.466, 1.236, 0.860], [1.811, -1.094, -0.330], [1.172, -1.429, -1.984], [-2.270, 0.977, 1.387], [-0.211, 0.754, 1.802], [-1.777, 1.351, 0.643], [0.277, 0.036, -0.948], [0.659, 1.754, -0.173], [-0.120, -2.429, -0.298]],
  "atomic_forces_ev_per_a": [[0.5, -1.4, -0.3], [1.3, 1.4, 0.8], [0.0, 0.2, 0.0], [0.0, 0.1, 0.1], [0.1, 0.1, -0.1], [0.1, 0.0, 0.0], [-1.0, 0.0, -0.1], [-1.1, -5.2, -3.6], [0.1, 4.8, 3.3], [0.0, 0.1, 0.0]],
  "mulliken_charge": [-0.1525, 0.0166, 0.2561, 0.2374, 0.3494, 0.2882, -0.4353, -0.0815, -0.3238, -0.1546]
}

---

# 3
{
  "formula": "C2H4ClN",
  "method": "wB97M-V/def2-TZVPD",
  "smiles": "C1=NC1.Cl",
  "spin_multiplicity": 1,
  "molar_mass_da": 77.51,
  "species": ["C", "N", "C", "H", "H", "H", "Cl", "H"],
  "coordinates": [[-1.047, -0.429, 0.623], [0.160, -0.589, 0.240], [-0.805, 0.492, -0.448], [-1.977, -0.872, 1.075], [-1.103, 0.400, -1.583], [-0.561, 1.477, -0.348], [3.206, 0.050, 0.151], [2.128, -0.528, 0.288]],
  "atomic_forces_ev_per_a": [[-0.4, -0.7, -1.2], [-2.9, 0.8, 0.4], [0.1, -2.0, -2.9], [1.7, 0.2, 0.3], [0.4, -0.8, 2.3], [0.8, 2.5, 1.2], [2.1, 1.0, -0.2], [-1.9, -0.9, 0.2]],
  "mulliken_charge": [0.1222, -0.4472, -0.4447, 0.2643, 0.1752, 0.2428, -0.2844, 0.3718]
}

---

# 4
{
  "formula": "C2H4ClN3O",
  "method": "wB97M-V/def2-TZVPD",
  "spin_multiplicity": 1,
  "molar_mass_da": 121.53,
  "species": ["C", "C", "N", "N", "N", "O", "Cl", "H", "H", "H", "H"],
  "coordinates": [[1.447, 0.276, -0.823], [-1.540, -0.351, 0.479], [-0.580, -0.710, 1.217], [0.628, -0.361, 1.413], [1.466, -0.009, 0.503], [-1.473, 0.510, -0.582], [-3.070, -1.302, 0.521], [2.344, 0.518, -1.336], [0.516, 0.218, -1.383], [2.406, 0.087, 0.845], [-2.144, 1.124, -0.855]],
  "atomic_forces_ev_per_a": [[-1.8, -1.0, 1.4], [-0.1, -0.3, -0.8], [-4.3, -0.8, -1.3], [3.4, 0.3, 2.4], [0.2, 1.6, -4.0], [1.5, -0.4, 0.2], [1.0, 0.8, 0.2], [0.8, 0.0, 0.1], [0.4, 0.0, 0.4], [0.1, 0.0, 0.9], [-1.1, -0.1, 0.6]],
  "mulliken_charge": [-0.3741, 0.5261, 0.0755, -0.9849, 0.3099, -0.4886, -0.1708, 0.2537, 0.2598, 0.2631, 0.3305]
}

---

# 5
{
  "formula": "C2H4ClNO",
  "method": "wB97M-V/def2-TZVPD",
  "spin_multiplicity": 1,
  "molar_mass_da": 93.51,
  "species": ["C", "C", "N", "O", "Cl", "H", "H", "H", "H"],
  "coordinates": [[0.303, 0.599, -0.086], [-1.067, 0.027, -0.072], [1.325, 1.098, 0.136], [3.730, -1.135, 0.060], [4.118, 0.396, -0.077], [-1.692, 0.756, -0.322], [-1.118, -0.351, 1.004], [-1.216, -0.914, -0.536], [2.853, 1.058, -0.012]],
  "atomic_forces_ev_per_a": [[0.9, 0.1, 0.4], [3.9, -2.7, 3.4], [-1.8, -0.6, -0.7], [-0.1, -0.1, 0.0], [-0.6, 0.6, 0.0], [-3.1, 2.7, -0.8], [-0.5, 1.1, -1.0], [0.2, -0.5, -1.4], [1.0, -0.6, 0.0]],
  "mulliken_charge": [0.3883, -0.8502, -0.3818, -0.5706, 0.0932, 0.3091, 0.2566, 0.3145, 0.4409]
}

---

# 6
{
  "formula": "C2H4ClNO",
  "method": "wB97M-V/def2-TZVPD",
  "s_squared": 2.007,
  "spin_multiplicity": 3,
  "molar_mass_da": 93.51,
  "species": ["C", "C", "N", "O", "Cl", "H", "H", "H", "H"],
  "coordinates": [[1.036, 0.058, 0.462], [-0.209, 0.635, -0.190], [-1.225, -1.246, -1.287], [-2.059, -1.494, -0.556], [-1.543, 0.917, 0.779], [0.771, -0.705, 1.146], [1.526, -0.345, -0.325], [1.703, 0.780, 0.963], [0.000, 1.399, -0.992]],
  "atomic_forces_ev_per_a": [[-2.0, 1.8, 0.9], [2.1, 1.4, -0.2], [1.3, 0.3, -1.1], [-1.4, -0.8, 0.8], [-0.6, 0.5, 0.5], [-0.2, -0.8, 0.8], [2.1, -1.5, -2.3], [-0.5, 0.1, -0.2], [-0.7, -1.0, 0.7]],
  "mulliken_charge": [-0.9071, -0.1812, 0.1184, -0.2082, -0.1224, 0.3270, 0.3249, 0.3091, 0.3396]
}

---

# 7
{
  "formula": "C2H4ClNS",
  "method": "wB97M-V/def2-TZVPD",
  "smiles": "C=NC=S.Cl",
  "spin_multiplicity": 1,
  "molar_mass_da": 109.58,
  "species": ["C", "N", "C", "S", "H", "H", "H", "Cl", "H"],
  "coordinates": [[-0.080, 0.626, -0.126], [-0.985, 0.253, -0.912], [-1.114, -0.717, -1.771], [-0.845, -2.285, -1.290], [0.967, 0.487, -0.165], [-0.309, 1.402, 0.661], [-1.361, -0.310, -2.671], [1.933, 0.884, 3.020], [1.795, -0.339, 3.252]],
  "atomic_forces_ev_per_a": [[-1.4, 2.5, 1.1], [0.3, 1.4, 2.2], [1.5, -2.6, 2.1], [-0.5, 0.6, -0.9], [1.2, -1.1, -0.6], [-0.2, -0.9, -0.8], [-0.9, 0.2, -3.0], [0.1, 0.9, -0.2], [-0.1, -0.9, 0.2]],
  "mulliken_charge": [-0.0971, -0.3237, -0.1343, -0.2849, 0.2815, 0.2032, 0.3599, -0.2534, 0.2487]
}

---

# 8
{
  "formula": "C2H4ClNSi",
  "method": "wB97M-V/def2-TZVPD",
  "spin_multiplicity": 1,
  "molar_mass_da": 105.60,
  "species": ["C", "C", "N", "Si", "Cl", "H", "H", "H", "H"],
  "coordinates": [[-0.699, 0.884, 1.486], [-1.663, 1.317, 0.897], [0.739, -0.477, -1.264], [0.869, -0.989, 0.364], [-2.841, 2.292, 0.222], [1.371, 0.173, -1.810], [-0.263, -0.114, -1.377], [2.262, -1.021, 0.592], [0.226, -2.065, 0.890]],
  "atomic_forces_ev_per_a": [[2.9, -2.9, -0.6], [-1.3, 1.3, -0.8], [-2.0, 1.4, -0.4], [-0.4, 4.3, -0.9], [0.2, -0.4, 0.2], [-0.9, -1.3, 1.4], [1.9, -0.7, -0.3], [1.2, 0.1, 0.8], [-1.5, -1.9, 0.6]],
  "mulliken_charge": [-0.2160, -0.1586, -0.5056, 0.6260, -0.1584, 0.3024, 0.2656, -0.0929, -0.0625]
}

---

Strongest force on any atom / eV Å⁻¹: 7.44, 6.42, 3.52, 4.57, 5.89, 3.44, 3.71, 4.41
Total energy / eV: -19424.7484, -30258.1735, -16148.5913, -21174.6100, -18194.1160, -18194.5241, -26984.8012, -24024.5973
Energy relative to the best compared isomer or geometry (same formula, charge and spin) / kcal/mol: 26.51, 29.10, 57.33, 72.40, 114.65, 0.00, 42.03, 61.30